(1)
This record from the OMol25 dataset describes C14H12AlCl2InN2O4 as an isolated structure at a distorted geometry. The level of theory is the ωB97M-V functional and the def2-TZVPD basis.

Properties
E_HOMO (spin up / spin down) ... -19.9820 / -19.6938 eV
Total charge ... +4
HOMO-LUMO gap (spin up / spin down) ... 0.109 / 0.098 Ha

Geometry as XYZ:
```
36
Properties=species:S:1:pos:R:3:lowdin_charge:R:1
Al -2.96730 5.80795 -2.74769 0.530
In -1.66144 2.52179 1.01200 0.807
Cl -2.80984 4.22439 -4.17818 0.521
Cl -3.44531 1.53593 -0.13005 0.148
C -3.88436 1.41657 2.81611 -0.040
C -1.53181 5.37953 -1.40589 0.128
C -4.73669 5.63330 -1.82297 0.158
O -5.00801 1.18998 2.75727 0.083
O -0.71083 5.23743 -0.58606 0.251
O -5.76104 5.41296 -1.28551 0.340
C 1.21461 -3.32752 0.64194 0.066
N 0.28621 -2.27790 0.31071 -0.023
N 0.70826 -1.04494 -0.04750 0.110
C -0.39733 -0.20213 -0.12969 -0.356
O -0.22621 1.05353 -0.20212 -0.152
C -1.52295 -1.07731 0.01763 0.054
C -1.05351 -2.30211 0.37566 -0.202
C -1.81046 -3.51862 0.75534 0.040
C 2.07961 -0.67971 -0.01734 -0.142
C 2.93394 -1.30370 -0.91416 0.032
C 4.27403 -0.95425 -0.95843 0.037
C 4.72245 0.06051 -0.10739 0.056
C 3.86615 0.69568 0.79756 0.025
C 2.51838 0.33253 0.82605 0.045
H 1.89203 -3.53138 -0.19059 0.107
H 0.61757 -4.21984 0.82402 0.113
H 1.79344 -3.08485 1.54512 0.137
H -2.55511 -0.76788 0.02180 0.061
H -1.56198 -4.35520 0.09332 0.120
H -1.61733 -3.81977 1.79193 0.123
H -2.87871 -3.29579 0.65875 0.112
H 2.51808 -2.01769 -1.60132 0.138
H 4.92613 -1.43320 -1.68753 0.149
H 5.77003 0.36330 -0.13966 0.152
H 4.21646 1.50393 1.43954 0.142
H 1.80286 0.84445 1.46737 0.129
```


(2)
This record from the OMol25 dataset describes C29H49Br3ClNO7S as an isolated structure at a distorted geometry. The level of theory is the ωB97M-V functional and the def2-TZVPD basis.

Properties
E_HOMO ... -8.6231 eV
HOMO-LUMO gap ... 0.314 Ha

Geometry as XYZ:
```
91
Properties=species:S:1:pos:R:3:lowdin_charge:R:1
C 4.73574 0.55865 3.13090 -0.014
C 4.63836 0.14372 1.70660 -0.103
C 3.30899 -0.18314 0.82956 -0.388
C 3.84730 -1.18687 -0.40202 -0.136
C 2.66422 -1.63340 -1.44238 -0.190
C 2.46700 -3.29229 -1.55393 -0.182
C 0.92957 -3.47062 -2.18923 -0.229
C 0.49782 -5.03660 -2.41573 -0.250
C -1.13503 -5.12224 -2.07603 -0.159
C 2.42492 -1.25770 1.76757 -0.108
C 0.91310 -0.73356 2.11604 -0.160
C 0.18449 -2.01073 2.91614 -0.372
C -0.87246 -2.84877 1.99215 -0.113
C -0.43975 -1.53032 4.38884 -0.109
O 2.40713 0.84321 0.45523 -0.119
C 2.80977 2.16800 0.14416 -0.584
Cl 3.27842 3.26353 1.62524 0.629
C 4.19421 2.34756 -0.77902 -0.106
C 5.42102 3.11272 0.04269 -0.225
O 6.48000 2.51582 0.58758 -0.094
C 1.52538 2.89828 -0.64433 -0.602
S 2.00965 4.74893 -0.52893 0.696
C 1.37531 2.46051 -2.21590 -0.068
C 0.51819 0.90049 -2.29076 -0.146
C -0.60633 0.77489 -3.60813 -0.026
O 0.84688 0.00884 -3.53357 -0.238
N 0.17689 2.71351 -0.06309 -0.181
C -0.91306 3.56442 -0.65548 -0.148
C -2.18892 2.68019 -1.28634 -0.134
O -3.43573 3.01030 -0.57931 -0.120
C -4.49713 2.01981 -0.81259 -0.247
O -5.35750 2.27102 -1.82871 -0.075
C -4.75871 0.66890 0.08824 -0.210
C -3.85030 -0.62417 -0.41329 -0.095
C 0.00112 2.73890 1.40229 -0.114
C -1.48236 2.26210 1.97684 -0.211
O -1.93762 1.00976 1.99629 -0.031
O -2.35158 3.33491 2.56326 -0.018
H 5.62693 1.30829 3.39540 0.085
H 4.07774 0.18003 4.02100 0.068
H 5.68328 0.09364 1.12848 0.120
H 4.83150 -0.78835 -0.90924 0.108
H 4.17999 -2.18259 0.16771 0.128
H 2.91306 -1.19645 -2.49640 0.118
H 1.65211 -1.25499 -0.97396 0.088
H 3.29722 -3.76399 -2.23001 0.115
H 2.49262 -3.78015 -0.46867 0.110
H 0.12569 -2.98362 -1.45587 0.096
H 0.85047 -2.90463 -3.21083 0.113
H 0.61129 -5.26726 -3.58107 0.112
H 1.12068 -5.78762 -1.75310 0.109
H -1.79320 -4.70309 -2.97649 0.084
H -1.42965 -4.50792 -1.11672 0.056
H -1.46100 -6.24673 -1.84885 0.077
H 2.27850 -2.30639 1.21555 0.113
H 2.94493 -1.51873 2.78050 0.117
H 0.25751 -0.44273 1.19215 0.103
H 1.01929 0.10878 2.92910 0.110
H 1.05083 -2.77845 3.21027 0.123
H -0.56713 -4.00245 2.03542 0.086
H -0.89195 -2.57185 0.85790 0.054
H -1.94163 -2.80230 2.51241 0.087
H -1.01979 -0.51917 4.28555 0.072
H -1.07800 -2.40806 4.83133 0.079
H 0.52564 -1.36205 5.07118 0.088
H 4.60159 1.34962 -1.21500 0.119
H 4.01677 3.06400 -1.71771 0.119
H 5.41037 4.30580 0.09079 0.132
H 0.97817 5.47879 0.08617 -0.090
H 2.34005 2.17743 -2.78645 0.112
H 0.75425 3.19282 -2.88439 0.114
H 0.20301 0.35518 -1.20523 0.154
H -1.50514 0.00916 -3.52427 0.110
H -0.43280 1.50987 -4.51925 0.119
H -1.42258 4.31718 0.12088 0.149
H -0.60021 4.25934 -1.55439 0.118
H -2.25507 2.84584 -2.46448 0.143
H -1.99104 1.51276 -1.14873 0.113
H -4.61105 0.88961 1.25022 0.125
H -5.89882 0.33735 -0.00960 -0.100
H -3.04648 -0.89493 0.39877 0.065
H -3.27416 -0.35728 -1.39812 0.065
H -4.56112 -1.54621 -0.65849 0.096
H 0.15868 3.85983 1.78237 0.134
H 0.76351 2.08047 2.04091 0.117
H -3.31979 3.10269 2.42381 0.121
C -9.17990 -0.22524 0.00710 -1.555
Br -8.73750 -1.24887 1.60103 0.560
Br -7.63270 0.71886 -0.69938 0.783
Br -10.03533 -1.32869 -1.34747 0.560
H -9.90867 0.53490 0.30727 -0.023
```


(3)
This record from the OMol25 dataset describes C30H26BeN2O2P as an isolated structure at a distorted geometry. The level of theory is the ωB97M-V functional and the def2-TZVPD basis.

Properties
E_HOMO ... -10.9073 eV
Total charge ... +1
HOMO-LUMO gap ... 0.271 Ha

Geometry as XYZ:
```
62
Properties=species:S:1:pos:R:3:lowdin_charge:R:1
Be -0.19073 -0.04711 0.05326 0.087
O -3.31733 -1.26931 -5.52351 -0.040
C -2.04238 -1.83068 -5.34982 -0.206
C -1.52585 -1.46663 -3.98657 -0.143
C -0.60832 -2.27314 -3.31430 0.036
C -0.15576 -1.88119 -2.06944 -0.046
N -0.55188 -0.75739 -1.48190 0.088
C -1.47624 0.00173 -2.08314 -0.145
C -1.96623 -0.31360 -3.34527 0.084
C -1.91709 1.13071 -1.27366 -0.146
C -3.03237 1.90404 -1.57168 0.085
C -3.42317 2.90720 -0.69259 -0.143
C -4.66408 3.71262 -0.94970 -0.204
O -5.41324 3.12095 -1.97920 -0.043
C -2.63718 3.12356 0.43946 0.024
C -1.55108 2.30496 0.66851 -0.045
N -1.20636 1.31757 -0.15425 0.069
H -3.63150 -1.43750 -6.41724 0.105
H -1.33290 -1.44218 -6.09954 0.143
H -2.06327 -2.92534 -5.45504 0.134
H -0.26356 -3.19595 -3.75525 0.129
H 0.54203 -2.48304 -1.50678 0.124
H -2.69463 0.31016 -3.83615 0.125
H -3.63281 1.70916 -2.44295 0.122
H -4.37014 4.74095 -1.22285 0.144
H -5.24544 3.76978 -0.01840 0.140
H -6.27972 3.53731 -2.03125 0.106
H -2.89164 3.89604 1.14828 0.129
H -0.94432 2.41646 1.55289 0.131
C 5.77687 1.84877 2.48375 -0.072
C 5.89274 1.04040 1.36713 -0.068
C 4.76183 0.61559 0.69214 -0.074
C 3.50334 0.99958 1.14495 -0.346
C 3.38817 1.82627 2.26066 -0.100
C 4.52515 2.24756 2.92617 -0.073
P 1.97203 0.34051 0.39097 1.122
C 2.62962 -0.63632 -0.99034 -0.413
C 2.70519 0.01627 -2.21910 -0.108
C 3.25610 -0.63237 -3.30904 -0.073
C 3.71401 -1.93550 -3.18399 -0.072
C 3.59110 -2.60485 -1.97545 -0.070
C 3.05056 -1.95769 -0.87682 -0.094
C 1.42719 -0.84288 1.63355 -0.405
C 2.16917 -1.39477 2.66991 -0.079
C 1.53132 -2.25242 3.54919 -0.075
C 0.18737 -2.54687 3.37361 -0.080
C -0.54480 -1.95687 2.35170 -0.101
C 0.04774 -1.06802 1.46092 -0.160
H 6.66003 2.16877 3.01255 0.108
H 6.86617 0.72585 1.02304 0.109
H 4.86206 -0.02120 -0.17565 0.101
H 2.40532 2.12034 2.60931 0.106
H 4.43536 2.87921 3.79678 0.108
H 2.34404 1.03555 -2.30098 0.109
H 3.34806 -0.11715 -4.25280 0.107
H 4.16855 -2.43505 -4.02803 0.108
H 3.93669 -3.62662 -1.88568 0.111
H 2.95185 -2.46879 0.07244 0.114
H 3.21589 -1.15211 2.80039 0.110
H 2.07683 -2.68992 4.37325 0.107
H -0.29981 -3.22544 4.06027 0.105
H -1.59726 -2.18881 2.26868 0.092
```


(4)
This record from the OMol25 dataset describes a 3-piece molecular cluster, C23H34ClF9NO4 overall at a distorted geometry. The level of theory is the ωB97M-V functional and the def2-TZVPD basis.

Properties
E_HOMO ... -11.4988 eV
Total charge ... +1
HOMO-LUMO gap ... 0.255 Ha

Geometry as XYZ:
```
72
Properties=species:S:1:pos:R:3:lowdin_charge:R:1
C 5.29784 -1.85839 0.95450 -0.102
C 4.87338 -1.22845 -0.43203 -0.223
C 3.44913 -1.85986 -0.78550 -0.609
Cl 3.57186 -3.54773 -1.42621 0.712
C 2.57305 -0.91146 -1.64970 -0.057
C 2.64988 -0.78925 -3.11070 0.010
C 3.68088 -1.60002 -3.93853 -0.497
O 3.37198 -2.68174 -4.32212 0.135
O 4.93245 -1.13778 -4.27192 0.129
C 1.76727 0.10857 -3.86280 0.072
C 0.82393 0.86829 -3.10873 0.011
N 0.76829 0.77078 -1.74946 0.139
C 1.57742 -0.05089 -1.00524 -0.096
C 1.34769 0.01950 0.53851 -0.054
C 2.51948 0.80097 1.27626 -0.036
C 2.82284 2.18489 0.63564 -0.359
F 3.57637 2.11269 -0.52070 0.096
F 1.64897 2.85442 0.29197 0.087
C 3.51803 3.09988 1.75315 -0.296
F 2.45866 3.68276 2.43278 0.120
F 4.18627 2.35967 2.69290 0.133
C 4.36079 4.29277 1.16462 -0.286
F 3.64914 4.89168 0.17282 0.155
F 4.49459 5.21478 2.18271 0.135
C 5.82194 3.91057 0.68230 -0.443
F 6.78864 4.58766 1.34640 0.173
F 5.92654 4.33423 -0.62470 0.129
F 6.07764 2.57914 0.66886 0.151
H 5.57488 -2.92703 0.75044 0.082
H 6.11427 -1.29760 1.46803 0.086
H 4.44444 -1.91177 1.68567 0.078
H 4.67009 -0.13779 -0.23986 0.087
H 5.61281 -1.40030 -1.24640 0.118
H 2.92550 -1.95039 0.20269 0.079
H 5.08282 -0.29947 -3.79200 0.127
H 1.79625 0.19992 -4.96921 0.147
H 0.09740 1.56083 -3.59405 0.158
H 0.07712 1.35440 -1.26208 0.168
H 1.36139 -1.00950 0.98907 0.135
H 0.34727 0.47780 0.72203 0.126
H 2.14635 0.99063 2.31941 0.153
H 3.45286 0.19456 1.35670 0.112
C -4.03477 3.95351 -0.69557 -0.074
C -3.70234 2.81938 -1.64805 -0.277
O -2.82125 1.84922 -1.09389 -0.197
C -3.28796 1.15805 0.05953 -0.282
C -4.55334 0.35655 -0.18072 -0.067
H -3.12157 4.41056 -0.30760 0.082
H -4.62376 4.71716 -1.20513 0.083
H -4.61282 3.60207 0.16122 0.071
H -3.19180 3.23082 -2.52082 0.114
H -4.61164 2.33723 -2.02011 0.112
H -3.41740 1.85575 0.89312 0.110
H -2.48713 0.47192 0.35055 0.103
H -5.40308 1.00553 -0.40045 0.074
H -4.80376 -0.23503 0.70110 0.070
H -4.42707 -0.31544 -1.03195 0.088
C -3.87240 -4.40083 2.57417 -0.081
C -4.73300 -3.15052 2.62912 -0.281
O -5.27601 -2.77799 1.37251 -0.185
C -6.14053 -3.72025 0.75458 -0.276
C -7.38110 -4.03521 1.57184 -0.077
H -3.09706 -4.30067 1.81090 0.079
H -3.39746 -4.57855 3.54052 0.078
H -4.46291 -5.28434 2.32471 0.069
H -4.11452 -2.31114 2.95389 0.113
H -5.53043 -3.25350 3.37265 0.110
H -5.59128 -4.63453 0.50655 0.108
H -6.44738 -3.27615 -0.19457 0.118
H -7.13027 -4.55164 2.50041 0.068
H -8.05736 -4.67699 1.00523 0.080
H -7.90702 -3.11695 1.84072 0.084
```